(1)
14
Properties=species:S:1:pos:R:3:forces:R:3 method="wB97M-V/def2-TZVPD" smiles="C[NH2+][O-].C=C" e_homo_ev=-8.71 charge=0 molar_mass_g_mol=75.1 homo_lumo_gap_ha=0.344 relative_energy_kj_mol=400.6
C -3.975589 -0.230419 -0.094886 -0.3 -0.1 0.0
C 3.121767 0.438737 0.030232 -0.1 0.3 0.0
C -2.838016 0.394966 0.122553 0.3 0.1 -0.1
N 2.033354 -0.578453 -0.038476 1.0 -0.8 -0.1
O 0.812945 -0.063041 -0.040962 -0.9 0.5 0.1
H -4.723617 0.160104 -0.767039 -0.1 0.1 -0.1
H 2.199398 -1.146678 -0.898683 0.0 0.2 0.5
H -4.220663 -1.164138 0.386520 0.0 -0.2 0.1
H 2.917613 1.186640 -0.734423 -0.1 -0.2 0.0
H 3.090027 0.924062 1.002881 -0.1 -0.1 0.0
H 4.093738 -0.020688 -0.133413 0.1 -0.1 0.0
H -2.071154 0.008011 0.770079 0.1 -0.1 0.2
H -2.597146 1.322917 -0.370348 0.0 0.2 -0.1
H 2.157337 -1.232016 0.765968 0.1 0.2 -0.5

=====

(2)
14
Properties=species:S:1:pos:R:3:forces:R:3 method="wB97M-V/def2-TZVPD" smiles=C[C@H](N)CO e_homo_ev=-9.60 charge=0 molar_mass_g_mol=75.1 homo_lumo_gap_ha=0.386 relative_energy_kj_mol=105.0
C -0.805971 1.429670 0.139275 1.5 -0.9 -1.0
C -0.476988 0.000532 -0.397917 -0.5 1.0 0.5
C 0.791557 -0.514676 0.316494 0.1 -0.8 0.1
H -1.101296 1.398156 1.177968 0.2 0.1 0.4
H -1.605725 1.803524 -0.432698 -1.2 0.6 -0.6
H 0.066788 2.093402 -0.067534 -0.6 -0.5 0.6
H -0.437852 0.077620 -1.538947 0.5 -0.4 1.5
H -1.664839 -0.958035 0.950194 -0.1 -0.1 -0.1
H -1.190927 -1.831622 -0.344734 -0.5 -0.4 0.2
H 0.826118 -1.613273 0.210373 0.2 0.1 -0.4
H 0.703857 -0.417488 1.430844 -0.1 0.5 -0.9
H 2.191439 0.013274 -1.001487 -0.4 -0.1 0.9
N -1.584641 -0.940974 -0.064598 0.8 0.7 -0.4
O 2.031666 0.066013 -0.034863 0.1 0.3 -0.7

=====

(3)
15
Properties=species:S:1:pos:R:3:forces:R:3 method="wB97M-V/def2-TZVPD" s_squared=0.75 e_homo_ev="1.05 / -6.12" charge=-1 spin_multiplicity=2 molar_mass_g_mol=91.1 homo_lumo_gap_ha="0.106 / 0.364" relative_energy_kj_mol=106.8
C -0.975223 -2.270752 -0.412710 0.0 -0.5 -0.7
C -0.283936 -1.053831 -0.994837 0.1 -1.0 0.2
O 0.810666 -1.167364 -1.486378 0.3 0.1 -0.5
N -0.987221 0.125923 -0.818980 -0.9 1.2 0.6
H -0.518293 0.721211 -0.107964 -0.2 -0.2 -0.2
H -1.172831 0.685064 -1.637122 0.4 -0.1 -0.3
H -2.009496 -2.376256 -0.740284 -0.1 0.5 0.0
H -0.983327 -2.200393 0.675392 0.1 -0.1 0.0
H -0.466576 -3.153430 -0.808792 0.2 0.0 0.6
C 1.163193 2.508372 1.623865 0.3 -1.0 -1.0
O 0.250144 1.447565 1.311813 -0.1 0.5 0.6
H -0.393763 1.384099 2.051129 0.0 -0.1 -0.1
H 2.164622 2.084181 1.520426 0.1 0.1 0.3
H 1.081175 3.267652 0.849960 -0.2 0.4 0.2
H 1.017265 2.916574 2.620437 -0.1 0.1 0.1

=====

(4)
15
Properties=species:S:1:pos:R:3:forces:R:3 method="wB97M-V/def2-TZVPD" smiles="CCC(N)=O.O" e_homo_ev=-9.47 charge=0 molar_mass_g_mol=91.1 homo_lumo_gap_ha=0.374 relative_energy_kj_mol=43.9
C -0.156127 -0.779737 -0.824194 -0.2 -0.5 1.5
C 0.015016 0.537530 -0.053829 -0.2 -0.2 -1.1
C -1.293153 1.053449 0.508896 0.9 0.0 0.3
N -2.330747 1.141729 -0.359875 -0.4 0.2 0.4
O -1.412931 1.412365 1.663324 -0.1 0.0 0.2
H -0.369941 -1.579506 -0.103251 -0.2 0.1 -0.1
H 0.764626 -1.080528 -1.243417 1.1 -0.1 -0.7
H -0.909179 -0.849335 -1.588962 -0.4 0.4 -0.3
H 0.778909 0.405643 0.706357 -0.3 0.0 0.3
H 0.414531 1.283087 -0.749401 -0.1 0.2 0.1
H -2.322525 0.756660 -1.283246 0.0 -0.1 0.0
H -3.193960 1.372102 0.107429 -0.1 0.0 -0.4
H 3.319890 -1.987757 1.279559 0.0 0.1 0.0
H 3.691951 -0.515748 1.061892 -0.2 -0.2 0.0
O 3.003640 -1.169953 0.878719 0.2 0.1 0.0

=====

(5)
15
Properties=species:S:1:pos:R:3:forces:R:3 method="wB97M-V/def2-TZVPD" smiles="CC(=O)O.CN" e_homo_ev=-9.26 charge=0 molar_mass_g_mol=91.1 homo_lumo_gap_ha=0.353 relative_energy_kj_mol=315.5
C -2.072552 2.398146 0.002115 -0.2 -1.9 2.8
N -0.642486 2.214826 -0.111564 -0.3 -1.2 0.2
H 0.725156 -3.460080 -0.757338 4.3 2.1 -2.4
H -0.120363 2.988242 -0.393555 0.7 1.6 -0.5
H -0.291629 1.923590 0.782554 0.3 -0.2 0.1
H -2.446425 1.358527 -0.043069 -0.3 0.3 0.3
H -2.505648 2.778881 -0.894280 -0.4 1.3 -0.1
H -2.380155 2.749783 1.116578 0.1 0.0 -2.9
C 0.855596 -1.602262 0.357465 -0.7 3.0 0.9
C 2.106464 -2.122347 -0.179154 -1.1 -1.7 -0.1
O 3.228501 -1.878105 0.062041 1.6 0.4 -0.1
O 1.683587 -2.992571 -1.177555 -2.7 -2.8 1.6
H 0.254014 -2.527097 0.601056 -0.3 1.7 -0.5
H 0.728067 -0.942686 -0.645630 -1.4 -1.3 2.5
H 0.877878 -0.886847 1.280343 0.3 -1.4 -1.8

=====

(6)
15
Properties=species:S:1:pos:R:3:forces:R:3 method="wB97M-V/def2-TZVPD" smiles="CC(N)=O.CO" e_homo_ev=-9.25 charge=0 molar_mass_g_mol=91.1 homo_lumo_gap_ha=0.364 relative_energy_kj_mol=191.2
C -1.037391 1.821606 2.019121 1.1 0.9 -2.8
C -0.748532 0.779915 0.880000 0.5 0.5 2.8
O 0.249111 0.124515 1.055119 1.2 -1.0 -1.2
N -1.704807 0.508403 -0.008345 1.1 -0.7 -0.4
H -0.836676 1.279996 2.913082 0.1 -0.1 0.7
H -2.049652 2.079832 1.884748 -1.4 0.7 0.6
H -1.765257 -0.260252 -0.627494 0.9 -0.9 -0.3
H -2.483546 1.042120 -0.062013 -2.6 2.2 0.1
H -0.403550 2.775335 1.915384 -0.8 -1.7 0.2
C 1.878040 -2.006233 -1.932262 1.6 0.5 6.0
O 1.849239 -0.632525 -1.592215 -3.3 1.4 1.5
H 1.141687 -0.517693 -0.815173 2.4 -0.2 -2.2
H 2.477643 -2.129424 -2.746575 1.3 -0.5 -2.4
H 2.485997 -2.346115 -0.961882 -1.1 -0.8 -2.2
H 0.947701 -2.519473 -1.921494 -0.9 -0.3 -0.4

=====

(7)
15
Properties=species:S:1:pos:R:3:forces:R:3 method="wB97M-V/def2-TZVPD" smiles="CC(=O)O.CN" e_homo_ev=-9.56 charge=0 molar_mass_g_mol=91.1 homo_lumo_gap_ha=0.383 relative_energy_kj_mol=173.7
C -2.408002 -0.144595 -0.732902 -1.6 -2.8 -1.1
N -1.500531 -0.435401 -1.874749 -2.3 2.0 -1.1
H -1.099265 -1.324474 -1.779409 0.4 -1.4 -0.1
H -2.093260 -0.392073 -2.754748 1.4 -0.3 1.4
H 1.340559 0.483347 -1.110328 -5.1 -0.2 -4.6
H -3.466661 0.000715 -1.004503 0.5 0.6 -0.6
H -2.098992 0.630813 -0.133741 0.9 1.8 1.3
H -2.603201 -1.044033 -0.127234 0.8 0.1 0.2
C 2.351400 0.030844 1.858986 -0.7 -1.7 -1.6
C 1.433968 0.655417 0.802182 -0.3 0.9 -1.5
O 1.934034 0.584930 -0.482785 5.6 -0.6 5.5
O 0.456305 1.341798 0.963206 0.3 -1.0 1.0
H 1.840949 -0.543041 2.617209 -0.7 0.4 0.2
H 2.818689 0.856400 2.278843 1.1 1.4 1.1
H 3.094013 -0.700652 1.479970 -0.4 0.9 -0.3

=====

(8)
15
Properties=species:S:1:pos:R:3:forces:R:3 method="wB97M-V/def2-TZVPD" smiles="CC(N)=O.CO" e_homo_ev=-9.95 charge=0 molar_mass_g_mol=91.1 homo_lumo_gap_ha=0.392 relative_energy_kj_mol=120.4
C 2.083980 1.185695 -2.610234 0.8 -2.1 0.4
O 2.968631 0.019896 -2.731302 -0.3 0.3 0.0
H 2.489967 -0.763599 -3.023008 -0.2 0.3 0.0
H 1.723216 1.463956 -3.598601 0.4 0.8 0.1
H 1.211949 0.903912 -2.032735 -0.3 0.1 0.3
H 2.720474 1.830085 -1.995588 -0.6 0.6 -0.7
C -2.473074 -0.384657 2.254602 0.2 0.1 -0.4
C -1.208667 -0.037415 1.464999 -0.1 -1.3 -1.1
O -1.226814 0.822975 0.608533 0.1 0.5 0.5
N -0.181775 -0.949378 1.518179 -0.4 0.2 0.6
H -2.993770 0.549108 2.475327 0.0 -0.3 0.1
H -2.426216 -1.077989 3.090992 0.5 0.4 0.4
H 0.599229 -0.889401 0.881597 -0.2 0.1 0.1
H -0.239705 -1.713637 2.165980 0.2 0.0 0.0
H -3.047429 -0.959547 1.531260 -0.3 0.2 -0.3